(1)
Entry from the Open Molecules 2025 dataset: a structure of composition C23H18N3O6SSr in a non-equilibrium geometry (the ωB97M-V functional and the def2-TZVPD basis).

The calculation puts the LUMO energy at -4.33 eV. The calculation puts the HOMO energy at -9.78 eV. For the molar mass, the calculation gives 552.1 g/mol. The total charge is +1. The value obtained for the energy above the lowest of the compared OMol25 structures with the same formula, charge and spin is 0.0 kcal per mole. The total energy comes out at -1931.79536 hartree.

Positions of all 52 atoms, in Å:
Sr 10.316 12.456 6.181
S 10.206 13.198 9.011
O 8.142 12.991 5.438
O 9.940 14.125 7.892
O 6.799 14.821 5.683
O 12.477 13.053 5.536
O 13.853 14.780 5.782
O 11.496 13.344 9.640
N 10.312 14.628 5.191
N 9.940 11.762 8.355
N 10.218 9.851 6.464
C 9.053 14.023 11.382
C 10.466 7.830 9.564
C 11.482 16.622 5.717
C 10.240 17.265 5.797
C 10.309 10.194 10.154
C 8.877 13.410 10.121
C 9.126 15.201 5.409
C 10.254 8.882 5.526
C 11.471 15.247 5.473
C 12.593 14.291 5.582
C 7.973 14.116 12.245
C 10.449 8.857 10.517
C 5.550 13.676 12.829
C 10.197 10.529 8.781
C 10.376 8.126 8.180
C 6.552 13.000 10.625
C 8.008 14.232 5.492
C 10.250 9.501 7.769
C 9.027 16.579 5.673
C 7.620 12.905 9.732
C 10.380 7.141 7.173
C 6.713 13.594 11.880
C 10.325 7.527 5.829
H 7.438 12.455 8.755
H 8.111 14.550 13.247
H 10.538 6.779 9.867
H 5.573 12.594 10.328
H 13.846 15.772 5.788
H 10.458 6.086 7.463
H 6.142 14.078 5.733
H 10.513 8.597 11.583
H 10.280 11.015 10.868
H 5.663 14.516 13.537
H 5.423 12.756 13.436
H 10.035 14.407 11.688
H 8.049 17.069 5.793
H 10.201 9.215 4.494
H 4.594 13.816 12.287
H 12.409 17.198 5.864
H 10.328 6.798 5.012
H 10.231 18.347 5.977


(2)
Entry from the Open Molecules 2025 dataset: a cluster of 3 separate species, C5H13NO2 in total in a non-equilibrium geometry (the ωB97M-V functional and the def2-TZVPD basis).

The calculation puts the LUMO energy at -4.37 eV. The calculation puts the HOMO energy at -8.22 eV. For the molar mass, the calculation gives 119.2 g/mol. The total charge is 0. The value obtained for the energy above the lowest of the compared OMol25 structures with the same formula, charge and spin is 255.6 kcal per mole. The total energy comes out at -403.16926 hartree.

Positions of all 21 atoms, in Å:
O -0.662 1.096 -2.249
O 1.253 -0.767 1.858
N -0.115 1.649 1.887
C -0.652 -2.206 0.439
C 0.595 -0.624 -1.154
C 0.454 0.425 -2.382
C -0.565 1.896 0.446
C -0.652 -1.095 -0.707
H -1.440 -1.863 1.050
H 0.369 -2.453 0.948
H 0.687 -0.316 -3.192
H -1.486 2.480 0.521
H -0.757 0.978 -0.129
H 0.770 2.068 2.097
H 0.195 2.431 -0.199
H 1.310 1.084 -2.299
H -1.071 -3.232 0.104
H 1.529 -0.565 -0.576
H 0.081 0.650 2.065
H -1.530 -0.657 -1.203
H 1.688 -0.979 2.678


(3)
Entry from the Open Molecules 2025 dataset: the molecule C4H7N3O2 in a non-equilibrium geometry (the ωB97M-V functional and the def2-TZVPD basis).

The calculation puts the LUMO energy at -0.63 eV. The calculation puts the HOMO energy at -8.72 eV. For the molar mass, the calculation gives 129.1 g/mol. The total charge is 0. As for the SMILES: CN(C=O)/N=C(/N)C=O. The value obtained for the energy above the lowest of the compared OMol25 structures with the same formula, charge and spin is 73.4 kcal per mole. The total energy comes out at -471.28600 hartree.

Positions of all 16 atoms, in Å:
O 2.744 -1.352 0.466
O -2.611 -1.465 -0.545
N 2.370 0.690 -0.664
N -1.036 0.173 0.008
N 0.104 0.792 -0.455
C -1.460 -1.008 -0.556
C -1.981 0.938 0.767
C 1.240 0.214 -0.197
C 1.566 -1.055 0.459
H -0.816 -1.491 -1.287
H -1.987 1.937 0.355
H -1.542 1.051 1.802
H -2.857 0.404 0.800
H 2.237 1.689 -1.135
H 3.206 0.197 -0.901
H 0.822 -1.712 1.084